Entry 1:
C35H40ClGeN6O2Pt | ωB97M-V/def2-TZVPD

```
! wB97M-V def2-TZVPD RIJCOSX def2/J DEFGRID3
* xyz 4 2
Pt 0.18200 1.55497 0.77520
N 6.10874 1.36583 -0.41611
C 4.67780 1.20364 0.06467
C 4.65953 1.19554 1.59451
C 3.25536 0.88880 2.13600
N 2.28479 2.02180 1.91593
C 2.75206 -0.42991 1.55785
C 2.70126 -0.42369 0.04300
N 1.61924 0.51515 -0.44894
C 4.07941 -0.06988 -0.54210
H 6.54263 2.22019 -0.04904
H 6.17260 1.41133 -1.43877
H 6.69662 0.58034 -0.11405
H 4.16539 2.08960 -0.32254
H 5.04673 2.13210 2.00314
H 5.31141 0.39337 1.95462
H 3.33278 0.76330 3.21597
H 2.65052 2.70771 1.25979
H 2.18607 2.53384 2.78893
H 1.76781 -0.67087 1.94903
H 3.41299 -1.23324 1.89073
H 2.43086 -1.41644 -0.30878
H 1.10221 0.03797 -1.19211
H 2.05229 1.31658 -0.90648
H 4.03466 -0.00032 -1.63267
H 4.72877 -0.91881 -0.30583
Cl -5.04350 3.28869 1.66254
C -3.38087 3.61719 1.84423
C -2.92465 4.84647 2.30966
C -1.55788 5.04317 2.43632
C -0.68902 4.02994 2.08941
N -1.13936 2.84148 1.64855
C -2.46128 2.63587 1.51579
H -3.62961 5.62779 2.56509
H -1.16344 5.98173 2.80067
H 0.38085 4.15548 2.17558
H -2.79307 1.67187 1.15645
N -3.08255 -2.02094 6.35437
C -2.50157 -1.52626 5.49644
C -1.78230 -0.91216 4.42231
C -2.22362 -1.04138 3.10635
C -1.51851 -0.41657 2.10215
N -0.40056 0.29953 2.33584
C 0.01628 0.43050 3.60874
C -0.63290 -0.16080 4.66864
H -3.11078 -1.61194 2.86658
H -1.86299 -0.48064 1.08012
H 0.90635 1.01538 3.77914
H -0.25557 -0.03427 5.67430
O 0.07507 2.79511 -0.87469
C -0.87683 2.26868 -1.52576
O -1.36806 1.16104 -1.17018
H -1.25410 2.81365 -2.39423
C -2.07047 1.01158 -4.19859
Ge -1.83775 -0.34235 -2.84275
C -3.39094 -1.02494 -1.99686
C -3.46192 -2.39758 -1.73204
C -4.62994 -2.94328 -1.21929
C -5.72020 -2.12234 -0.96067
C -5.65114 -0.75315 -1.20575
C -4.49019 -0.20280 -1.71980
C -0.37638 -1.54652 -3.17381
C -0.00359 -1.62195 -4.49895
C 0.94442 -2.57409 -4.93225
C 1.52459 -3.41782 -4.03075
C 1.17699 -3.36928 -2.65491
C 1.73494 -4.27310 -1.71526
C 1.33047 -4.26957 -0.40810
C 0.35025 -3.34937 0.02099
C -0.17314 -2.44174 -0.85942
C 0.21782 -2.42294 -2.21693
H -2.64243 0.50558 -4.98161
H -1.14630 1.38698 -4.63429
H -2.69138 1.83963 -3.85837
H -2.62391 -3.04742 -1.95750
H -4.69724 -4.00747 -1.03702
H -6.63827 -2.55295 -0.58283
H -6.51295 -0.12747 -1.01579
H -4.45562 0.86017 -1.93353
H -0.43898 -0.96447 -5.24235
H 1.20313 -2.62770 -5.98092
H 2.24176 -4.15880 -4.36236
H 2.45880 -5.00134 -2.06038
H 1.72758 -4.99753 0.28687
H 0.00158 -3.38745 1.04688
H -0.93963 -1.74602 -0.54808
*
```

The value obtained for the HOMO-LUMO gap (alpha / beta) is 6.1 / 4.7 eV. As for the relative energy (zero: lowest compared OMol25 entry of this formula, charge and spin): 10.6 kcal/mol. The expectation value of S² is 0.754. As for the HOMO energy (alpha / beta): -17.7 / -17.7 eV.

Entry 2:
C5H12OSi | ωB97M-V/def2-TZVPD

```
! wB97M-V def2-TZVPD RIJCOSX def2/J DEFGRID3
* xyz 0 1
C 0.62958 0.78414 0.21959
C -0.56246 0.26509 0.43241
C 1.60591 2.51718 -1.21391
C -1.89960 -3.35292 0.12262
C 0.88090 2.30790 0.13631
O -1.47263 -1.79003 2.53378
Si -0.87373 -2.14729 1.13779
H 1.41622 0.29389 -0.19002
H -1.41208 0.84302 0.60005
H 2.60875 2.97808 -1.10119
H 0.90399 3.03150 -1.90237
H 1.85254 1.49451 -1.66358
H -2.81297 -2.88246 0.09114
H -1.43243 -3.48437 -0.86156
H -1.96078 -4.38629 0.66183
H 1.55025 2.81032 0.81969
H -0.02783 2.77992 0.27525
H -1.82360 -2.45001 3.08077
H 0.57016 -2.49886 1.17727
*
```

The value obtained for the HOMO-LUMO gap is 8.9 eV. As for the relative energy (zero: lowest compared OMol25 entry of this formula, charge and spin): 65.9 kcal/mol. As for the HOMO energy: -8.3 eV.

Entry 3:
C18H42Cl3N3O14 | ωB97M-V/def2-TZVPD

```
! wB97M-V def2-TZVPD RIJCOSX def2/J DEFGRID3
* xyz -2 1
N -0.35851 -0.56930 -1.51520
H -0.21377 -0.82885 -2.48049
H 0.28528 -0.91146 -0.81622
H -1.27093 -0.79799 -1.14739
H -0.38958 0.44011 -1.50050
Cl 1.67940 0.73301 -6.77444
O 1.48377 0.23211 -5.46430
O 0.39853 1.20834 -7.00946
O 2.51006 1.88472 -6.88704
O 1.90237 -0.23437 -7.79063
Cl -1.75271 -4.61248 -5.86506
O -0.84313 -4.25877 -4.79915
O -3.13039 -4.38495 -5.50563
O -1.50050 -3.80710 -7.01619
O -1.69084 -5.98667 -6.25208
Cl -5.08981 -2.49499 -0.33401
O -3.90064 -2.90338 0.28103
O -4.68189 -1.69274 -1.44886
O -5.71548 -3.55282 -1.05505
O -5.97385 -1.80985 0.47899
C 0.22812 -1.11573 3.02744
C 1.07250 -2.34657 3.33192
C 0.20233 -3.40945 4.07795
C 0.82299 -4.80797 4.13682
C 1.04249 -5.39021 2.79079
C 1.87052 -4.43887 1.89449
N 1.48947 -3.00259 2.05364
O 2.19140 -2.10962 1.23310
C 3.35690 -4.68556 2.23200
C 1.60894 -4.92173 0.49261
C 2.29948 -1.94334 4.17607
H 0.06786 -0.50348 3.91488
H -0.79537 -1.36750 2.74966
H 0.68587 -0.37334 2.37367
H 0.11614 -3.08441 5.11478
H -0.79724 -3.45372 3.64552
H 0.13282 -5.48174 4.64456
H 1.82677 -4.81486 4.56167
H 0.08017 -5.58429 2.31710
H 1.48562 -6.36616 2.98892
H 3.82678 -5.63931 1.99184
H 4.02034 -3.99963 1.70526
H 3.65922 -4.63543 3.27804
H 0.57170 -4.92168 0.15757
H 2.09155 -4.34387 -0.29558
H 1.96963 -5.94902 0.44104
H 2.22791 -0.93116 4.57416
H 3.22651 -2.04218 3.61135
H 2.43075 -2.58145 5.04997
H 3.10613 -2.25138 1.48760
C -3.03162 3.53560 -0.32090
C -1.84310 4.54686 -0.35191
C -1.66869 4.94984 1.07634
C -0.40542 5.63956 1.44594
C 0.78896 4.90719 0.83382
C 0.71837 4.44947 -0.61352
N -0.62228 3.83936 -0.84244
O -0.88405 3.36451 -2.14414
C 0.95591 5.69817 -1.46708
C 1.78805 3.39238 -0.80814
C -2.31882 5.70447 -1.28173
H -2.86396 2.64588 0.28604
H -3.96078 3.88197 0.13165
H -3.27489 3.05853 -1.27028
H -2.51013 5.52767 1.45867
H -1.68007 4.04046 1.67717
H -0.45147 6.69065 1.16101
H -0.21588 5.60300 2.51871
H 0.87689 4.02998 1.47480
H 1.61151 5.61698 0.92164
H 0.91244 5.40560 -2.51618
H 1.96433 6.05657 -1.26034
H 0.27447 6.54816 -1.43161
H 1.62448 2.79669 -1.70619
H 1.99988 2.92195 0.15203
H 2.77450 3.85129 -0.87458
H -3.19620 6.14432 -0.80756
H -1.61485 6.52481 -1.42162
H -2.57715 5.28825 -2.25544
H -1.03630 4.18335 -2.62156
*
```

The value obtained for the HOMO-LUMO gap is 5.9 eV. As for the relative energy (zero: lowest compared OMol25 entry of this formula, charge and spin): 129.1 kcal/mol. As for the HOMO energy: -3.1 eV.

Entry 4:
C8H11BrNOTc | ωB97M-V/def2-TZVPD

```
! wB97M-V def2-TZVPD RIJCOSX def2/J DEFGRID3
* xyz 1 2
Tc 0.38627 0.28683 0.73358
C -1.18269 0.04296 2.24444
C -1.81076 0.47910 1.04850
C -1.31397 1.77952 0.74258
C -0.43208 2.17982 1.77170
C -0.33078 1.11020 2.68331
H -1.34791 -0.89151 2.75521
H -2.50842 -0.08754 0.45369
H -1.57722 2.37044 -0.11896
H 0.13284 3.09751 1.80347
H 0.33535 1.07146 3.53217
N 1.02001 -2.95451 -1.74533
C 0.78996 -1.77048 -1.21554
O 0.53791 -1.66353 0.01590
C 0.84067 -0.51710 -2.02470
C -0.04453 0.53566 -1.34203
H 1.02297 -3.77286 -1.15476
H 1.21858 -3.06324 -2.72540
H 0.53719 -0.69145 -3.05987
H 1.88585 -0.19449 -2.04008
H -1.09012 0.35279 -1.58186
H 0.22222 1.53530 -1.67788
Br 2.70865 0.76513 0.90188
*
```

The value obtained for the HOMO-LUMO gap (alpha / beta) is 7.6 / 7.8 eV. The expectation value of S² is 0.760. As for the HOMO energy (alpha / beta): -12.6 / -12.5 eV.

Entry 5:
C31H44BrGaN3O4P | ωB97M-V/def2-TZVPD

```
! wB97M-V def2-TZVPD RIJCOSX def2/J DEFGRID3
* xyz 0 1
Ga -0.65744 0.45893 -1.05045
C -1.46761 5.67029 -5.30730
O -2.05009 6.07438 -4.07030
C -1.94259 5.23333 -3.02755
C -2.60080 5.64990 -1.84869
C -2.54711 4.84901 -0.75112
C -1.86138 3.60562 -0.74896
C -1.85674 2.75782 0.40682
C -2.27108 3.23145 1.76732
O -1.46975 1.56682 0.38112
C -1.18262 3.20984 -1.93933
O -0.45815 2.13106 -2.02865
C -1.24188 4.04851 -3.07076
H -1.73009 6.43490 -6.03016
H -1.86665 4.70746 -5.62883
H -0.38087 5.60677 -5.22494
H -3.13812 6.58868 -1.85068
H -3.06626 5.17283 0.13983
H -2.86206 4.14042 1.77485
H -1.35002 3.41231 2.32813
H -2.80716 2.42873 2.26970
H -0.72264 3.71460 -3.95733
C 3.06569 -2.14721 5.25971
C 1.59886 -1.72577 5.43840
C 0.86631 -2.83078 6.19868
C 1.54629 -0.44432 6.28139
C 0.98053 -1.47442 4.06140
C 1.43647 -0.42013 3.27907
C 0.92665 -0.23442 2.01448
Br 1.65308 1.23495 1.03308
C -0.04989 -1.05911 1.42256
O -0.44366 -0.92349 0.16386
C -0.56512 -2.09267 2.23576
C -0.00990 -2.27214 3.50758
C -1.71370 -3.06381 1.86087
C -2.41164 -2.82248 0.51836
C -1.16841 -4.49825 1.84030
C -2.80349 -2.95501 2.94249
H 3.53459 -2.33104 6.23183
H 3.63829 -1.37006 4.74673
H 3.13310 -3.06275 4.66585
H 1.31745 -2.95041 7.18625
H 0.93636 -3.79259 5.68471
H -0.19110 -2.59039 6.33917
H 1.94288 -0.63521 7.28256
H 0.51761 -0.08762 6.38178
H 2.14069 0.35880 5.83926
H 2.19836 0.25965 3.64033
H -0.39742 -3.09032 4.10267
H -1.74732 -2.96547 -0.33006
H -2.82909 -1.81890 0.44768
H -3.23483 -3.53953 0.43656
H -0.38563 -4.60037 1.08356
H -1.97234 -5.19886 1.59538
H -0.74757 -4.79341 2.80450
H -3.18910 -1.93306 2.99403
H -2.43712 -3.22769 3.93461
H -3.63432 -3.62275 2.69610
C 2.88360 2.12535 -1.92646
C 2.26642 1.28891 -3.04827
P 1.29621 -0.12750 -2.44549
C 2.46801 -1.27149 -1.65400
C 3.61832 -1.81307 -2.50529
C 0.64413 -0.91773 -3.95772
C 1.55103 -1.04401 -5.18135
H 3.41239 2.98578 -2.34011
H 3.60047 1.54875 -1.33661
H 2.10967 2.50104 -1.25533
H 3.03237 0.91560 -3.72934
H 1.57011 1.89491 -3.62785
H 1.85928 -2.08485 -1.25195
H 2.84838 -0.73810 -0.78394
H 3.27418 -2.55304 -3.22634
H 4.35213 -2.30042 -1.86184
H 4.13707 -1.02308 -3.05288
H -0.21718 -0.30871 -4.23110
H 0.24342 -1.88903 -3.65645
H 1.91450 -0.06871 -5.51052
H 0.97092 -1.47162 -5.99988
H 2.41329 -1.68349 -5.00358
N -2.12990 -0.25777 -2.09385
C -2.51005 -0.71028 -3.10501
N -3.04679 -1.17962 -4.13978
C -2.48954 -1.67881 -5.22507
N -2.04291 -2.11168 -6.20420
*
```

The value obtained for the HOMO-LUMO gap is 7.8 eV. As for the relative energy (zero: lowest compared OMol25 entry of this formula, charge and spin): 4.5 kcal/mol. As for the HOMO energy: -7.9 eV.

Entry 6:
C45H59Ge2HgN4O2P2S3 | ωB97M-V/def2-TZVPD

```
! wB97M-V def2-TZVPD RIJCOSX def2/J DEFGRID3
* xyz -2 2
Hg -0.04025 1.24684 -0.12829
C 1.66075 2.11522 3.32708
P 0.36837 0.92783 2.80080
C 1.14555 -0.60892 3.38548
N 1.50949 -0.64348 4.66373
C 2.02220 -1.80686 5.12484
C 2.41853 -1.91202 6.46544
C 2.90614 -3.10621 6.95435
C 3.02830 -4.21097 6.11864
C 2.65453 -4.13764 4.79146
C 2.14102 -2.94103 4.26942
N 1.78026 -2.86669 2.96699
C 1.31319 -1.69917 2.53159
P 0.91457 -1.53634 0.75870
C -0.29089 -2.91908 0.60724
C 2.46920 -2.25623 -0.03735
C 2.75427 -3.71927 0.29289
C 3.61266 -1.36994 0.45060
C 2.31833 -2.07444 -1.54635
C -0.98665 1.17997 4.09004
C -0.48575 1.41559 5.51215
C -1.84702 -0.08361 4.04407
C -1.77793 2.39919 3.62004
H 2.03413 1.82301 4.30725
H 1.24366 3.12112 3.33361
H 2.46000 2.07864 2.58550
H 2.32592 -1.04654 7.10355
H 3.19741 -3.18879 7.99408
H 3.40890 -5.14207 6.51831
H 2.75258 -4.99116 4.13453
H -0.01149 -3.72692 1.28333
H -0.33086 -3.26166 -0.42672
H -1.27300 -2.52538 0.87311
H 2.79245 -3.85559 1.37129
H 3.71657 -4.00352 -0.13716
H 1.98985 -4.37663 -0.11715
H 3.76664 -1.48351 1.52341
H 4.54184 -1.62149 -0.06262
H 3.37387 -0.32705 0.24218
H 1.50035 -2.67603 -1.93453
H 3.23350 -2.37457 -2.05822
H 2.12193 -1.02666 -1.77862
H 0.20475 0.62937 5.80710
H -1.33701 1.41209 6.19339
H 0.01466 2.37751 5.59686
H -1.28994 -0.94022 4.42494
H -2.15216 -0.29596 3.01967
H -2.74455 0.03877 4.64919
H -1.15358 3.29245 3.63378
H -2.63930 2.57360 4.26533
H -2.13630 2.25765 2.60165
C 3.35751 5.10074 -1.67720
C 2.09810 4.51987 -1.06518
Ge 2.20263 2.55377 -0.52232
C 4.14193 2.38875 0.16868
C 5.21803 2.07350 -0.85043
C 2.41529 1.90969 -2.40068
C 1.56391 1.35314 -3.28104
Ge -0.29744 0.78531 -2.65343
C -0.85112 -1.17886 -2.98160
C -0.33406 -2.06423 -4.10492
C -1.66414 1.96318 -3.61140
C -2.12915 1.56839 -5.00349
C 1.96429 1.18478 -4.68496
C 3.14889 1.70186 -5.22341
C 3.45928 1.56187 -6.56096
C 2.60319 0.88817 -7.41655
C 1.42659 0.36530 -6.90630
C 1.11529 0.52377 -5.57091
H 3.21607 6.14469 -1.96694
H 3.63901 4.54323 -2.56673
H 4.18350 5.05608 -0.96946
H 1.27611 4.60267 -1.77707
H 1.80959 5.10952 -0.19295
H 4.16501 1.61703 0.94037
H 4.38297 3.32511 0.67640
H 5.29101 2.87047 -1.58644
H 4.99159 1.14559 -1.37133
H 6.19724 1.95854 -0.37633
H 3.40031 2.16167 -2.78788
H -1.94154 -1.14531 -3.02447
H -0.60661 -1.65481 -2.03090
H -0.75957 -1.78527 -5.06678
H -0.61430 -3.10539 -3.91736
H 0.75067 -2.01790 -4.18394
H -1.27427 2.98171 -3.62729
H -2.53595 1.97704 -2.95424
H -1.35650 1.74813 -5.74711
H -3.01021 2.14742 -5.28711
H -2.40412 0.51516 -5.03391
H 3.84606 2.23276 -4.59238
H 4.37962 1.99161 -6.93948
H 2.84820 0.78246 -8.46620
H 0.74200 -0.16361 -7.55837
H 0.18802 0.13851 -5.18489
S -1.65464 3.80535 -0.13547
C -3.26701 3.43070 -0.49010
C -3.96214 4.42068 -1.21676
N -4.48706 5.23983 -1.83083
C -3.99776 2.31682 -0.11161
S -3.28276 0.92147 0.69393
C -5.36385 2.24728 -0.35697
N -6.49718 2.16720 -0.55664
O -8.22748 -4.65249 2.00401
C -8.32877 -3.72749 0.99806
O -9.39363 -3.61529 0.42434
C -7.13616 -2.94541 0.68059
C -5.88089 -3.13476 1.28461
C -4.79078 -2.40275 0.87978
C -4.91803 -1.45394 -0.13271
S -3.47505 -0.60733 -0.71358
C -6.16212 -1.22217 -0.71823
C -7.24912 -1.95718 -0.31516
H -7.34360 -4.62914 2.38897
H -5.72474 -3.87419 2.06243
H -3.82384 -2.56407 1.33475
H -6.25713 -0.46490 -1.48200
H -8.21887 -1.80753 -0.76312
*
```

The value obtained for the HOMO-LUMO gap (alpha / beta) is 4.0 / 5.1 eV. The expectation value of S² is 0.769. As for the HOMO energy (alpha / beta): -0.9 / -1.9 eV.

Entry 7:
C6H12NO | ωB97M-V/def2-TZVPD

```
! wB97M-V def2-TZVPD RIJCOSX def2/J DEFGRID3
* xyz -1 1
C 1.27945 2.47747 -1.18816
O 2.19635 3.22318 -0.90816
C 0.95854 1.26970 -0.42409
C -0.25587 0.47425 -0.81609
C -0.15297 -0.97324 -0.36021
C 0.32140 -1.89191 -1.26800
C -0.39234 -2.44031 1.41863
N -0.62375 -1.12669 0.86718
H 0.72057 2.74051 -2.10485
H -3.33281 2.62550 2.92156
H 1.30649 1.31056 0.59575
H 1.75947 1.09023 -1.23897
H -1.20394 0.87617 -0.46968
H -0.27710 0.45276 -1.89225
H 0.49034 -2.91435 -0.95451
H 0.81921 -1.60559 -2.18843
H 0.67129 -2.59469 1.69989
H -0.93380 -2.49841 2.36691
H -0.70327 -3.28927 0.79102
H -2.64725 2.79415 3.15248
*
```

The value obtained for the HOMO-LUMO gap is 5.8 eV. As for the relative energy (zero: lowest compared OMol25 entry of this formula, charge and spin): 45.9 kcal/mol. As for the HOMO energy: -2.1 eV.

Entry 8:
C11H10BaBrNO2 | ωB97M-V/def2-TZVPD

```
! wB97M-V def2-TZVPD RIJCOSX def2/J DEFGRID3
* xyz 2 1
C 3.51208 -0.87389 1.21705
C 2.98054 -1.38493 -0.24712
C 2.27789 -0.23061 -1.17536
Br 3.39116 1.45734 -1.35695
C 0.69843 0.10135 -0.73898
C 0.04043 1.47778 -1.42446
C -1.53626 1.83968 -1.07240
C -2.37001 0.82615 -0.09010
C -1.74981 -0.51537 0.62118
C -0.18668 -0.87760 0.27346
C -2.87129 -1.24420 1.57077
O -2.65206 -2.28278 2.38376
N -4.13438 -0.42426 1.31986
C -3.92282 0.82542 0.44006
O -4.95148 1.65544 0.20406
H 2.86172 -1.25214 2.12938
H 3.63676 0.28452 1.32731
H 4.60305 -1.33908 1.35357
H 2.29958 -2.33371 -0.10505
H 3.94014 -1.76285 -0.84594
H 2.18638 -0.69748 -2.27002
H 0.64681 2.19126 -2.13883
H -2.05363 2.79455 -1.51916
H 0.28447 -1.84937 0.73437
H -4.77955 -0.29144 2.13795
Ba -2.15148 3.90621 -2.72840
*
```

The value obtained for the HOMO-LUMO gap is 6.8 eV. As for the HOMO energy: -15.5 eV.

Which formula does entry 2 have?
C5H12OSi